{"formula": "C37H77Br18NOSi", "method": "ωB97M-V with the def2-TZVPD basis set", "species": ["C", "C", "C", "C", "C", "C", "C", "C", "C", "C", "C", "C", "C", "C", "C", "Si", "C", "C", "O", "C", "C", "N", "H", "H", "H", "H", "H", "H", "H", "H", "H", "H", "H", "H", "H", "H", "H", "H", "H", "H", "H", "H", "H", "H", "H", "H", "H", "H", "H", "H", "H", "H", "H", "H", "H", "H", "H", "H", "H", "H", "H", "H", "H", "Br", "C", "C", "Br", "H", "H", "H", "H", "Br", "C", "C", "Br", "H", "H", "H", "H", "Br", "C", "C", "Br", "H", "H", "H", "H", "Br", "C", "C", "Br", "H", "H", "H", "H", "Br", "C", "C", "Br", "H", "H", "H", "H", "Br", "C", "C", "Br", "H", "H", "H", "H", "Br", "C", "C", "Br", "H", "H", "H", "H", "Br", "C", "C", "Br", "H", "H", "H", "H", "Br", "C", "C", "Br", "H", "H", "H", "H"], "xyz": [[7.056, 3.276, 1.451], [6.522, 1.837, 1.557], [6.113, 1.228, 0.210], [7.218, 0.374, -0.390], [7.243, 0.354, -1.914], [6.111, -0.462, -2.590], [5.376, -1.454, -1.692], [4.047, -1.884, -2.336], [3.509, -3.199, -1.740], [1.961, -3.309, -1.797], [1.287, -3.524, -0.418], [0.481, -2.294, 0.086], [-1.011, -2.516, -0.177], [-1.914, -1.281, 0.082], [-2.733, -0.891, -1.161], [-4.392, -0.065, -0.801], [-5.302, -0.969, 0.613], [-6.237, -0.137, 1.426], [-7.419, 0.037, 1.173], [-5.391, -0.209, -2.395], [-6.237, 1.014, -2.685], [-7.294, 1.157, -1.702], [6.640, 3.872, 2.244], [6.783, 3.716, 0.495], [8.138, 3.334, 1.543], [7.286, 1.226, 2.033], [5.658, 1.853, 2.215], [5.835, 2.038, -0.459], [5.251, 0.598, 0.423], [7.193, -0.633, 0.017], [8.167, 0.807, -0.065], [8.224, 0.021, -2.247], [7.139, 1.388, -2.242], [5.387, 0.202, -3.058], [6.558, -1.042, -3.397], [5.107, -1.016, -0.740], [5.954, -2.363, -1.541], [3.296, -1.125, -2.117], [4.144, -1.994, -3.415], [3.931, -4.034, -2.297], [3.825, -3.266, -0.698], [1.702, -4.158, -2.426], [1.556, -2.419, -2.274], [0.584, -4.351, -0.506], [2.040, -3.816, 0.309], [0.663, -2.191, 1.155], [0.813, -1.400, -0.437], [-1.364, -3.359, 0.414], [-1.087, -2.806, -1.226], [-1.293, -0.430, 0.357], [-2.546, -1.526, 0.942], [-2.956, -1.759, -1.778], [-2.154, -0.171, -1.739], [-4.200, 1.375, -0.497], [-4.575, -1.398, 1.304], [-5.872, -1.796, 0.192], [-5.823, 0.319, 2.346], [-5.959, -1.137, -2.426], [-4.634, -0.270, -3.178], [-6.644, 0.911, -3.703], [-5.633, 1.920, -2.710], [-7.796, 2.025, -1.853], [-7.944, 0.389, -1.745], [-5.833, 3.988, 0.548], [-5.744, 5.159, -1.001], [-7.103, 5.693, -1.370], [-8.193, 4.344, -2.254], [-5.288, 4.587, -1.803], [-5.084, 5.974, -0.716], [-7.013, 6.506, -2.087], [-7.665, 6.030, -0.506], [-2.353, -2.301, -5.107], [-2.975, -1.142, -6.539], [-2.436, 0.255, -6.390], [-3.355, 1.212, -4.970], [-4.059, -1.174, -6.520], [-2.612, -1.592, -7.460], [-2.610, 0.831, -7.296], [-1.379, 0.271, -6.146], [8.389, -3.668, 0.239], [7.313, -4.700, 1.491], [5.842, -4.588, 1.190], [5.099, -2.883, 1.763], [7.570, -4.351, 2.484], [7.646, -5.727, 1.375], [5.291, -5.338, 1.751], [5.618, -4.686, 0.131], [-12.763, -0.247, -1.772], [-11.723, -0.306, -0.128], [-10.251, -0.457, -0.399], [-9.796, -2.274, -0.928], [-12.122, -1.120, 0.466], [-11.918, 0.640, 0.372], [-9.672, -0.266, 0.502], [-9.910, 0.199, -1.191], [-1.920, 1.462, 3.104], [-1.147, 0.269, 4.440], [-0.748, -1.044, 3.819], [-2.330, -2.098, 3.462], [-1.886, 0.161, 5.227], [-0.274, 0.788, 4.831], [-0.128, -1.628, 4.496], [-0.226, -0.920, 2.875], [9.544, -7.057, 2.923], [8.471, -8.081, 4.183], [6.997, -7.963, 3.899], [6.281, -6.246, 4.477], [8.733, -7.731, 5.176], [8.797, -9.112, 4.065], [6.441, -8.709, 4.461], [6.767, -8.062, 2.843], [-0.778, 6.410, 5.119], [-2.044, 5.055, 4.519], [-3.165, 4.863, 5.500], [-2.593, 3.850, 7.060], [-1.472, 4.145, 4.352], [-2.427, 5.421, 3.569], [-3.963, 4.276, 5.051], [-3.566, 5.802, 5.865], [-0.200, 2.547, -2.957], [-0.819, 3.797, -4.311], [-0.278, 5.182, -4.081], [-1.192, 6.077, -2.615], [-1.902, 3.764, -4.295], [-0.460, 3.401, -5.258], [-0.451, 5.807, -4.955], [0.779, 5.183, -3.838], [2.501, 1.412, 2.305], [1.933, 2.838, 3.505], [2.775, 4.070, 3.350], [4.518, 3.864, 4.176], [1.970, 2.434, 4.511], [0.901, 3.052, 3.235], [2.313, 4.906, 3.857], [2.951, 4.327, 2.311]], "forces_ev_per_a": [[0.190, -0.404, -0.137], [0.027, 0.516, -0.075], [0.152, -0.411, 0.877], [0.481, 0.472, -0.282], [-0.506, -0.019, 0.028], [0.551, -0.244, 0.316], [-0.800, -0.124, -0.966], [-0.010, -0.441, 0.646], [-0.478, 0.431, -0.252], [0.304, -0.506, 0.393], [-0.168, 0.588, -0.420], [-0.009, -1.039, 0.056], [0.226, 0.696, -0.094], [0.103, -0.736, -0.367], [-0.337, 0.359, 0.964], [-0.241, -0.208, -0.406], [-0.073, 0.069, 0.467], [-1.151, 0.121, -0.254], [0.999, -0.269, 0.296], [0.732, 0.491, 0.254], [-0.715, -0.570, -0.684], [0.219, 0.524, 0.222], [-0.108, 0.398, 0.228], [-0.072, 0.182, -0.065], [0.143, -0.042, -0.085], [-0.067, -0.277, 0.096], [-0.078, -0.080, 0.118], [-0.241, -0.019, -0.218], [-0.328, 0.090, -0.353], [-0.031, -0.182, 0.105], [0.150, -0.012, 0.012], [0.052, -0.186, -0.092], [0.193, 0.140, -0.118], [-0.136, 0.146, 0.050], [-0.086, 0.031, -0.244], [0.252, -0.090, 0.288], [0.374, 0.050, 0.287], [-0.001, 0.305, -0.276], [-0.032, 0.153, -0.163], [0.247, -0.148, 0.156], [0.066, -0.058, -0.058], [-0.076, 0.022, -0.207], [-0.150, 0.087, -0.096], [-0.005, -0.170, 0.139], [0.109, -0.043, 0.124], [-0.018, 0.320, 0.101], [0.100, 0.244, 0.104], [0.028, -0.157, 0.057], [-0.170, -0.063, -0.121], [0.045, 0.121, 0.221], [0.108, 0.321, -0.338], [0.079, -0.128, -0.165], [0.001, -0.100, -0.410], [0.007, -0.032, 0.170], [0.188, 0.042, 0.011], [-0.075, -0.016, -0.281], [0.161, 0.102, -0.131], [-0.224, -0.038, 0.008], [-0.019, -0.271, -0.054], [0.044, 0.084, -0.117], [0.156, 0.111, 0.249], [0.032, -0.355, 0.198], [0.002, -0.237, -0.014], [-0.008, -0.010, -0.042], [0.038, -0.007, 0.227], [-0.010, -0.040, -0.174], [-0.104, 0.412, -0.043], [-0.011, 0.005, -0.034], [-0.015, 0.035, -0.030], [0.035, -0.009, -0.012], [0.011, -0.009, 0.037], [-0.070, 0.039, 0.013], [0.155, -0.183, 0.044], [-0.094, 0.156, -0.010], [0.088, 0.111, -0.122], [-0.019, 0.040, -0.010], [0.021, 0.026, -0.014], [-0.035, -0.029, -0.016], [0.016, -0.051, 0.011], [0.000, 0.036, 0.035], [-0.010, 0.086, -0.306], [-0.118, 0.056, 0.126], [0.082, 0.016, 0.109], [-0.030, 0.000, 0.036], [-0.062, 0.010, -0.008], [0.015, -0.021, 0.015], [0.049, 0.013, -0.021], [-0.024, -0.050, 0.017], [-0.061, 0.114, -0.126], [0.051, -0.161, 0.274], [0.025, 0.086, -0.077], [0.020, -0.026, 0.015], [0.042, 0.014, 0.004], [0.033, 0.011, -0.057], [-0.069, 0.048, -0.027], [-0.036, 0.000, 0.052], [0.243, 0.212, -0.102], [-0.111, 0.022, 0.036], [-0.094, -0.350, 0.233], [-0.010, -0.044, -0.007], [0.031, 0.014, -0.020], [-0.043, 0.022, 0.068], [0.010, 0.082, -0.006], [0.052, -0.058, 0.151], [0.119, -0.043, -0.185], [-0.077, 0.085, 0.178], [0.007, -0.065, -0.020], [-0.035, 0.017, 0.024], [-0.043, -0.022, -0.002], [0.028, -0.023, 0.011], [0.028, -0.018, -0.024], [0.046, -0.080, 0.003], [0.159, 0.144, -0.110], [-0.045, -0.224, 0.068], [0.014, 0.042, -0.008], [-0.115, 0.046, 0.034], [-0.051, -0.017, 0.005], [0.021, -0.010, -0.049], [0.012, 0.032, -0.009], [-0.050, -0.004, 0.025], [0.163, -0.124, 0.058], [-0.135, 0.122, -0.001], [0.047, -0.021, 0.020], [-0.029, 0.025, -0.017], [0.012, 0.040, -0.021], [-0.017, -0.018, -0.017], [0.018, -0.029, 0.006], [-0.047, -0.036, 0.085], [-0.134, -0.146, -0.181], [0.173, 0.039, 0.042], [0.017, -0.011, 0.082], [0.037, 0.024, 0.050], [-0.047, 0.002, -0.041], [-0.144, 0.137, 0.098], [-0.039, -0.029, -0.042]], "mulliken_charge": [-1.07, -0.41, 0.13, -0.65, -1.05, -0.83, 0.78, -1.42, 0.46, -1.17, -1.12, -0.03, -1.00, 1.38, -0.65, 0.22, -0.09, -0.44, -0.43, -0.08, -0.82, 0.09, 0.24, 0.32, 0.29, 0.46, 0.12, 0.35, -0.30, 0.14, 0.60, 0.40, 0.37, 0.39, 0.37, -0.20, 0.00, 0.48, 0.27, 0.39, -0.66, 0.53, 0.56, 0.51, 0.57, -0.18, 0.45, 0.24, 0.41, 0.29, -1.21, 0.35, 0.09, -0.20, 0.01, 0.46, 0.35, 0.69, -0.36, 0.31, 0.30, -0.12, -0.05, -0.09, -0.57, -0.60, -0.13, 0.27, 0.37, 0.37, 0.37, -0.13, -0.64, -0.64, -0.04, 0.35, 0.40, 0.39, 0.36, -0.18, -0.53, -0.55, -0.15, 0.47, 0.10, 0.43, 0.41, -0.17, -0.65, -0.39, -0.15, 0.42, 0.39, 0.33, 0.28, -0.10, -0.66, -0.09, -0.15, 0.50, 0.23, 0.47, -0.14, -0.12, -0.57, -0.61, -0.15, 0.38, 0.34, 0.38, 0.36, -0.16, -0.15, -0.58, -0.16, -0.10, 0.37, 0.32, 0.44, -0.03, -0.59, -0.62, -0.15, 0.27, 0.34, 0.39, 0.38, -0.03, -0.56, -0.48, -0.19, 0.43, 0.12, 0.33, 0.40], "gap_ev": 8.8, "smiles": "CCCCCCCCCCCCCCC[Si@H](CC=O)CCN.BrCCBr.BrCCBr.BrCCBr.BrCCBr.BrCCBr.BrCCBr.BrCCBr.BrCCBr.BrCCBr", "largest_force_ev_per_a": 1.3, "homo_ev": -8.6, "energy_ha": -48207.7421}